Model w:
# C3H2N2O3

The molecule C3H2N2O3 (the ωB97M-V functional and the def2-TZVPD basis, the Open Molecules 2025 dataset).

Summary:
Charge: 0
SMILES string: O=C1N=CON=CO1
LUMO, eV: -0.453
HOMO-LUMO gap, hartree: 0.3828

Geometry (Å):
N (0.784, 1.013, -0.326)
O (2.645, 0.058, 0.228)
C (-0.421, 1.416, -0.044)
C (1.452, -0.085, 0.090)
H (-0.744, 2.608, -0.070)
N (-1.629, -0.615, -0.065)
O (-1.464, 0.681, 0.544)
O (0.672, -1.207, 0.303)
H (-0.694, -2.488, -0.528)
C (-0.603, -1.380, -0.131)


Model x:
# C3H2N2O3

The molecule C3H2N2O3 (the ωB97M-V functional and the def2-TZVPD basis, the Open Molecules 2025 dataset).

Summary:
Charge: 0
SMILES string: O=c1ncnc(O)o1
LUMO, eV: -0.724
HOMO-LUMO gap, hartree: 0.3776

Geometry (Å):
H (2.392, -0.601, 0.905)
C (0.687, -0.709, 0.469)
N (-1.426, 0.792, -0.496)
O (1.764, -1.230, 1.104)
H (-2.476, -0.930, -0.455)
N (-0.428, -1.305, 0.264)
C (-1.427, -0.497, -0.375)
O (0.989, 0.717, 0.164)
O (0.100, 2.419, -1.014)
C (-0.176, 1.345, -0.564)


In order of decreasing stability: model x, model w.


Model w:
# C3H2N2O3

The molecule C3H2N2O3 (the ωB97M-V functional and the def2-TZVPD basis, the Open Molecules 2025 dataset).

Summary:
Charge: 0
SMILES string: O=COc1ncno1
LUMO, eV: 0.154
HOMO-LUMO gap, hartree: 0.3836

Geometry (Å):
N (1.342, -1.225, -0.204)
H (-3.088, 0.269, -0.624)
C (2.020, -0.128, 0.437)
H (3.162, -0.090, 0.413)
C (0.210, 0.628, -0.262)
C (-2.021, -0.038, -0.071)
O (-1.096, 1.151, -0.143)
N (1.190, 1.144, 0.352)
O (-1.920, -0.964, 0.682)
O (0.201, -0.747, -0.580)


Model x:
# C3H2N2O3

The molecule C3H2N2O3 (the ωB97M-V functional and the def2-TZVPD basis, the Open Molecules 2025 dataset).

Summary:
Charge: 0
SMILES string: O=c1onncc1O
LUMO, eV: -1.628
HOMO-LUMO gap, hartree: 0.3021

Geometry (Å):
C (-0.516, 0.027, -0.141)
C (0.119, -0.831, 0.827)
C (0.099, 1.085, -0.876)
N (1.314, -1.096, 0.451)
N (2.046, -0.460, -0.518)
O (1.288, 0.659, -1.116)
O (-0.173, 2.361, -0.938)
H (-2.095, -0.610, 0.485)
H (-0.224, -1.354, 1.952)
O (-1.857, 0.219, -0.126)


In order of decreasing stability: model w, model x.


Model w:
# C2H5N3O2S

The molecule C2H5N3O2S (the ωB97M-V functional and the def2-TZVPD basis, the Open Molecules 2025 dataset).

Summary:
Charge: 0
SMILES string: NC(=O)/C(=N\S)NO
LUMO, eV: 0.190
HOMO-LUMO gap, hartree: 0.3556

Geometry (Å):
H (-2.120, -0.697, -0.809)
N (-1.421, -1.213, -0.259)
H (-0.325, -1.853, -1.969)
N (1.805, -0.031, 0.131)
C (0.546, -0.376, 0.696)
H (1.943, 0.680, -0.577)
O (-0.703, -2.180, -1.066)
S (0.105, 2.327, 0.641)
C (-0.801, -0.022, 0.091)
H (-0.956, 3.218, 0.559)
H (2.467, -0.144, 0.854)
N (-0.985, 1.179, -0.193)
O (0.445, -0.887, 1.903)


Model x:
# C2H5N3O2S

The molecule C2H5N3O2S (the ωB97M-V functional and the def2-TZVPD basis, the Open Molecules 2025 dataset).

Summary:
Charge: 0
SMILES string: C/N=C(\S)N[N+](=O)[O-]
LUMO, eV: 0.273
HOMO-LUMO gap, hartree: 0.3740

Geometry (Å):
O (2.532, 1.259, 0.332)
N (1.223, -0.670, 0.129)
H (1.524, -1.575, -0.319)
N (-0.511, 0.864, -0.087)
O (3.328, -0.641, -0.244)
S (-1.179, -1.873, 0.126)
H (-2.544, 0.331, -0.331)
H (-0.827, -2.407, 1.256)
H (-2.151, 1.972, 0.535)
C (-1.930, 1.237, -0.252)
H (-1.797, 1.721, -1.264)
C (-0.109, -0.324, 0.089)
N (2.442, 0.105, 0.031)


In order of decreasing stability: model w, model x.


Model w:
# C2H5N3O2S

The molecule C2H5N3O2S (the ωB97M-V functional and the def2-TZVPD basis, the Open Molecules 2025 dataset).

Summary:
Charge: 0
SMILES string: C=NO/C(=N\O)NS
LUMO, eV: 0.280
HOMO-LUMO gap, hartree: 0.3304

Geometry (Å):
S (0.717, 0.751, 1.802)
O (-1.558, 1.303, -2.146)
H (-2.512, 1.758, -2.205)
H (-1.740, 0.647, 1.462)
C (-0.686, 0.117, -0.220)
O (0.421, -0.392, -0.942)
N (-1.733, 0.655, -0.739)
H (1.471, -0.262, 2.388)
N (0.884, -1.588, -0.119)
H (2.383, -2.980, -0.534)
H (2.468, -1.479, -1.495)
N (-0.837, 0.074, 1.181)
C (1.910, -1.946, -0.780)


Model x:
# C2H5N3O2S

A structure of composition C2H5N3O2S (the ωB97M-V functional and the def2-TZVPD basis, the Open Molecules 2025 dataset).

Summary:
Charge: 0
LUMO, eV: 0.412
HOMO-LUMO gap, hartree: 0.3831

Geometry (Å):
N (0.086, -1.205, -0.693)
C (-0.996, 0.679, 0.966)
H (0.411, 1.783, -0.043)
H (-0.973, 0.419, 2.013)
O (-1.393, -2.062, 1.272)
C (0.726, -0.116, -0.511)
H (2.778, 0.661, -0.600)
S (-1.340, -1.070, 0.205)
N (1.996, 0.133, -1.070)
H (2.445, -0.479, -1.718)
O (-2.446, -1.011, -0.740)
H (-1.589, 1.404, 0.526)
N (0.296, 0.864, 0.393)


In order of decreasing stability: model x, model w.


Model w:
# C6H12

The molecule C6H12 (the ωB97M-V functional and the def2-TZVPD basis, the Open Molecules 2025 dataset).

Summary:
Charge: 0
LUMO (alpha / beta), eV: 0.923 / 0.870
HOMO-LUMO gap (alpha / beta), hartree: 0.2986 / 0.2947

Geometry (Å):
C (-0.019, -1.165, -1.007)
C (1.210, -0.649, -0.500)
H (0.763, -0.910, 1.602)
H (-0.134, 1.444, -1.201)
H (-1.022, 0.408, 1.457)
H (-0.035, -1.431, -2.072)
H (0.389, 1.972, 0.407)
H (-1.088, 2.625, -0.308)
H (-2.134, -1.320, -0.375)
C (-1.295, -0.628, -0.446)
H (-2.385, 0.890, 0.498)
C (1.552, -0.532, 0.944)
H (-0.178, -2.110, -0.421)
H (2.468, -1.098, 1.167)
C (-0.485, 1.720, -0.201)
H (1.962, -0.306, -1.206)
H (1.763, 0.506, 1.253)
C (-1.332, 0.585, 0.410)


Model x:
# C6H12

The molecule C6H12 (the ωB97M-V functional and the def2-TZVPD basis, the Open Molecules 2025 dataset).

Summary:
Charge: 0
SMILES string: CCCC1CC1
LUMO, eV: 1.244
HOMO-LUMO gap, hartree: 0.3689

Geometry (Å):
H (0.656, -2.082, 0.495)
C (1.093, 1.192, -0.736)
H (0.786, 1.707, -1.640)
C (0.968, -0.303, -0.700)
H (0.001, -0.573, 1.380)
H (-1.660, 1.150, -0.065)
C (2.335, 0.356, -0.769)
C (-2.053, 0.478, 0.702)
H (-3.146, 0.422, 0.550)
H (-1.803, -1.553, 1.421)
C (-1.409, -0.929, 0.585)
H (2.961, 0.333, 0.117)
H (-1.641, -1.393, -0.351)
C (0.398, -1.017, 0.501)
H (-1.914, 0.971, 1.679)
H (2.879, 0.296, -1.713)
H (0.675, -0.768, -1.648)
H (0.873, 1.712, 0.193)


In order of decreasing stability: model x, model w.